(1)
ORCA calculation (the ωB97M-V functional and the def2-TZVPD basis) on C62H49BaN12O6 as an isolated structure in a non-equilibrium geometry.

```
130
Properties=species:S:1:pos:R:3:forces:R:3
C 3.5776 1.4210 -3.7339 0.1 0.1 -0.1
C 1.9777 -2.8711 5.0615 0.0 0.0 0.0
O -5.0761 7.6295 -2.8171 0.0 0.0 0.0
C -1.2261 3.7926 0.6556 0.0 0.0 0.1
N -2.8573 0.3545 -2.3179 -0.1 0.1 0.0
C -4.6825 2.2265 -0.0036 0.0 0.0 0.0
C -3.2623 2.3500 0.2422 0.0 -0.1 0.1
C -5.0291 0.9508 0.3326 0.0 0.0 0.0
H -7.5882 -3.4467 2.4709 0.0 0.0 0.0
H -1.4292 -3.8272 4.1718 0.0 0.0 0.0
N -1.5700 -1.3859 -1.5398 -0.1 -0.1 -0.1
C -4.2417 6.8242 -0.6744 0.0 0.0 0.0
C -3.1650 4.6516 -0.6132 0.0 -0.1 -0.1
H 7.0777 6.3441 3.4036 0.0 0.0 0.0
H 7.1518 5.4390 4.9368 0.0 0.0 0.0
H 5.9272 4.3646 3.3065 0.0 0.0 0.0
C -7.1324 -3.4822 0.3648 0.0 0.0 -0.1
C 1.4881 3.1220 2.8665 0.1 0.0 0.0
C 0.5986 -4.3052 -1.3394 0.0 0.0 0.0
C -2.4949 3.5377 0.1174 0.0 0.0 0.0
C 0.5772 4.9554 1.3516 0.1 0.0 0.0
H -3.4355 5.9092 1.0873 0.0 0.0 0.0
C -9.0740 -4.7278 0.9163 0.0 0.0 0.0
H 2.6091 -2.5333 4.2480 0.0 0.0 0.0
H 2.2134 -5.6441 -0.8862 0.0 0.0 0.0
C 2.2452 5.2350 4.0390 0.0 0.0 0.0
H -8.5724 -5.3557 1.6590 0.0 0.0 0.0
C -3.8241 0.2941 0.7887 0.0 0.1 0.0
H 2.5507 -4.6475 1.3956 0.0 0.0 0.0
H 0.3943 -4.6961 -2.3242 0.0 0.0 0.0
H 3.0103 6.9787 5.0401 0.0 0.0 0.0
H 1.2095 5.4722 4.2503 0.0 0.0 0.0
C -3.7609 -1.0113 1.3439 -0.1 -0.1 0.0
H -2.6809 -4.5579 -4.6242 0.0 0.0 0.0
C 3.3806 -5.6209 7.8939 0.0 0.0 0.0
H -5.9650 9.4237 -2.9515 0.0 0.0 0.0
H -3.6622 -3.2414 -5.1671 0.0 0.0 0.0
H 3.6915 0.3486 -3.7762 0.0 0.0 0.0
C -1.7140 -2.9811 3.5670 0.1 0.0 0.0
C 1.5964 -4.8268 -0.5344 0.0 0.0 0.0
N -1.6913 -3.4598 -2.6783 -0.1 0.0 0.0
C -6.9202 -3.1217 1.6864 0.0 0.0 0.0
C -0.5282 5.0712 0.5835 0.0 0.0 -0.1
C 0.6864 -2.3653 5.1595 0.1 0.0 0.0
C 4.1193 3.6277 -4.5436 0.0 0.1 0.0
C 1.8343 0.3134 5.1074 0.1 0.0 0.0
N -2.7913 1.1614 0.6840 0.2 0.0 0.4
H 2.8136 2.2551 5.3003 0.0 0.0 0.0
C 3.8805 3.7866 3.0889 0.0 0.0 0.0
Ba -0.2484 0.4122 0.7330 0.5 -0.7 -0.9
C 0.9730 -3.2291 1.1135 0.0 0.0 0.1
C 1.4919 1.8650 3.5019 0.0 0.0 0.0
H -4.1891 5.4565 -3.7643 0.0 0.0 0.0
N 2.3756 -0.0334 -1.7055 0.0 0.0 0.0
N -0.5008 2.9386 1.4240 -0.2 0.1 0.4
N -3.0412 -1.6479 -3.4052 0.0 0.0 0.0
C 4.2719 2.2485 -4.6018 0.0 -0.1 0.0
N -3.1625 -3.6993 -4.4259 0.0 0.0 0.0
C 4.9019 4.6256 3.5252 0.0 0.0 0.0
N 1.9942 1.1861 -1.8719 0.0 0.2 0.0
H 1.3299 5.7067 1.5292 0.0 0.0 0.0
C 0.9152 -0.1725 4.0807 -0.1 0.1 0.1
H -6.4320 -3.3331 -1.6523 0.0 0.0 0.0
H 3.5011 -6.3025 8.7326 0.0 0.0 0.0
C -2.4829 -0.9286 -2.4232 0.0 0.0 0.1
C -2.6174 -2.9034 -3.4665 0.2 0.1 -0.2
C 2.4856 -3.7871 5.9789 0.0 0.0 0.0
O 5.4968 6.6727 4.7103 0.0 0.0 0.0
C 6.8568 6.3856 4.4741 0.0 0.0 0.0
C -0.1545 -3.2401 -0.8596 -0.1 0.0 -0.1
H -9.5692 -3.8970 1.4278 0.0 0.0 0.0
H 2.1113 -0.2171 6.0050 0.0 0.0 0.0
C 1.6819 -4.2108 7.0280 0.0 0.0 0.0
C 1.7875 -4.2803 0.7225 0.0 0.0 0.0
H 3.5296 -6.1684 6.9586 0.0 0.0 0.0
H -6.0192 0.5217 0.3155 0.0 0.0 0.0
C 2.5423 4.0705 3.3307 0.1 -0.1 0.0
H -9.8178 -5.3208 0.3895 0.0 0.0 0.0
H 3.4954 -4.1512 5.8560 0.0 0.0 0.0
N 0.0245 -2.7091 0.3448 0.0 0.1 0.0
H -4.5671 7.7046 -0.1395 0.0 0.0 0.0
H -2.6752 0.8384 -1.4471 0.0 0.0 0.0
H -4.6748 9.3526 -1.7292 0.0 0.0 0.0
H -4.5023 -1.9014 -1.0524 0.0 0.0 0.0
O -8.1714 -4.2663 -0.0630 0.0 0.0 0.0
O 1.7329 -0.6414 -0.8078 0.2 -0.2 -0.2
H 4.1300 2.8865 2.5406 0.0 0.0 0.0
C -6.2565 -3.0400 -0.6255 0.0 0.0 0.0
C -5.8268 -2.3203 2.0120 0.0 0.0 0.1
H 1.0899 -2.7816 2.0944 0.0 0.0 0.0
H -3.6671 0.6347 -2.8433 0.0 0.0 0.0
H -3.0445 3.6506 -2.5019 0.0 0.0 0.0
H -5.6658 -2.0389 3.0458 0.0 0.0 0.0
H 4.6635 4.2663 -5.2278 0.0 0.0 0.0
N 0.7749 0.7814 3.1347 -0.4 0.1 0.0
C -1.2135 -2.6464 -1.7382 0.1 0.0 0.1
H 4.1286 -4.8256 7.9659 0.0 0.0 0.0
C -5.1826 -2.2451 -0.2828 0.0 0.0 0.1
C 2.1908 1.5675 4.7496 0.0 0.0 0.0
H -3.5646 -3.6294 2.6193 0.0 0.0 0.0
H 7.4224 7.1968 4.9266 0.0 0.0 0.0
C 2.5545 3.3674 -2.7271 0.0 -0.1 -0.1
H -5.3414 3.0125 -0.3394 0.0 0.0 0.0
H -1.0973 -2.4086 6.3441 0.0 0.0 0.0
C 0.1913 -1.3782 4.1579 0.0 -0.1 0.1
H 4.9356 1.8065 -5.3350 0.0 0.0 0.0
C 3.2577 4.1782 -3.6060 0.0 0.0 0.0
C -5.5112 8.8085 -2.1784 0.0 0.0 0.0
C 0.3889 -3.7103 7.1531 0.0 0.0 0.0
H -0.8436 5.9361 0.0215 0.0 0.0 0.0
C -3.5991 5.8030 0.0218 0.0 0.0 0.1
C 2.7271 1.9904 -2.7921 -0.1 -0.1 0.0
O 1.0586 1.7524 -1.1647 0.0 0.0 -0.1
C 0.5687 3.6027 1.9023 -0.1 0.0 0.0
H -0.2191 -4.0394 7.9856 0.0 0.0 0.0
H 1.8705 3.7624 -1.9902 0.0 0.0 0.0
C -0.9783 -1.7276 3.4322 -0.1 0.1 0.0
C -2.8028 -2.8815 2.7709 0.0 0.0 0.0
C -0.0944 -2.8018 6.2322 -0.1 0.0 0.0
H 3.1241 5.2514 -3.5500 0.0 0.0 0.0
C -4.9425 -1.8730 1.0468 0.1 0.0 -0.3
C -3.3912 4.5397 -1.9888 0.0 0.0 0.0
C -4.4546 6.6899 -2.0382 0.0 0.0 -0.1
H -6.2537 8.5936 -1.4041 0.0 0.0 0.0
C 3.2438 6.0803 4.4838 0.0 0.0 0.0
C 4.5780 5.7782 4.2277 0.0 0.0 0.0
C -4.0238 5.5408 -2.6983 0.0 0.0 0.0
N -1.6190 -0.9340 2.5549 -0.2 0.3 0.4
C -2.7526 -1.5643 2.1496 0.0 0.0 0.1
O 2.0710 -5.1072 7.9876 0.0 0.0 0.0
```
Positions in Å, forces in eV/Å.

## Properties
Total charge: -1
Gap between HOMO and LUMO, eV: 5.5
Lowest unoccupied orbital energy, eV: 1.7
HOMO energy, Ha: -0.13819
Maximum force, eV/Å: 1.267

***

(2)
ORCA calculation (the ωB97M-V functional and the def2-TZVPD basis) on C3H12N2O3 as an isolated structure in a non-equilibrium geometry.

```
20
Properties=species:S:1:pos:R:3:forces:R:3
N -3.0482 0.8782 -0.2818 -1.0 -2.4 4.5
C -2.2228 -0.2368 0.1925 6.2 -0.9 -1.5
H 1.8992 -0.9849 0.9038 0.1 -0.3 0.0
H 3.6651 1.4146 -0.0922 0.0 0.1 0.0
H -2.2350 -1.1657 0.7818 -2.0 0.1 0.6
O 1.6044 -0.0525 -1.9384 -0.2 0.5 0.3
N -1.1230 0.6006 1.1019 0.1 -0.7 -3.7
H -3.9686 0.5471 -0.5764 0.0 -0.1 -0.3
H 0.3843 -1.6207 1.7043 0.1 0.1 0.3
C 0.2590 0.4246 0.7606 -0.5 -3.0 0.8
C 0.8253 -1.1597 0.8177 -0.7 0.6 -0.2
H 1.0941 -0.7739 -1.5418 0.7 -0.2 -0.4
H -1.6115 -0.6864 -0.5891 0.6 0.3 -0.6
O 2.6881 1.3444 -0.1035 0.9 0.5 0.6
O 0.4406 -1.8870 -0.2610 -0.1 0.5 0.6
H 0.9990 0.8647 1.4080 -0.4 1.1 0.0
H 0.4084 0.5155 -0.3317 -0.1 0.9 -0.1
H -3.1551 0.3864 0.8301 -3.0 3.8 -1.1
H 2.1664 0.4157 -1.2594 -0.8 -0.9 -1.0
H -1.4522 1.5697 0.9515 0.1 0.2 1.1
```
Positions in Å, forces in eV/Å.

## Properties
Total charge: +1
Gap between HOMO and LUMO (alpha / beta), eV: 6.4 / 7.7
Lowest unoccupied orbital energy (alpha / beta), eV: -8.2 / -7.0
HOMO energy (alpha / beta), Ha: -0.53572 / -0.53942
2S+1: 2
Maximum force, eV/Å: 6.427

***

(3)
ORCA calculation (the ωB97M-V functional and the def2-TZVPD basis) on a 10-piece molecular cluster, C34H96N8O10 overall in a non-equilibrium geometry.

```
148
Properties=species:S:1:pos:R:3:forces:R:3
H -11.0711 -24.2618 0.5796 -0.3 -0.1 0.4
C -20.4098 -18.1477 0.3968 0.3 0.2 -0.4
C -10.0290 -24.1258 0.8686 0.0 -0.8 0.4
H -14.6053 -17.9212 -3.7878 -0.2 0.1 0.1
C -14.4176 -21.8149 -0.5791 0.1 0.1 1.2
H -18.3061 -21.7179 -6.6154 0.1 0.4 0.1
H -15.5505 -27.6264 3.1035 -0.2 -0.1 -0.4
H -17.2388 -25.9867 6.5256 -0.2 0.5 0.2
H -19.9216 -22.2121 -6.0974 0.0 0.2 0.0
C -11.4260 -24.7776 -4.1265 -0.2 -0.7 -0.3
H -16.8859 -14.5816 0.6344 0.4 0.1 0.4
H -10.2467 -27.9558 5.5512 0.4 -0.2 0.0
H -15.2798 -26.2382 2.0236 0.3 0.2 0.3
H -13.8465 -28.2103 5.0186 -0.5 0.2 -0.1
H -17.9224 -27.3091 3.9479 -0.2 0.0 -0.3
C -18.2951 -19.4059 4.6971 -0.1 -0.6 0.0
H -18.1541 -15.2908 -1.0891 -0.2 0.1 0.0
H -16.9131 -25.5478 -2.2853 0.0 -0.1 0.0
N -15.1542 -24.3741 -3.8690 0.3 0.4 -0.6
H -14.8510 -25.3365 -3.8235 0.1 -0.2 0.4
O -15.2339 -20.8959 -6.3668 -1.3 0.4 -1.3
H -11.5978 -28.5744 6.0710 0.4 -1.3 0.5
O -16.3981 -27.3974 5.3407 0.3 -0.3 0.0
H -12.2051 -24.4131 5.9033 0.2 -0.1 -0.3
H -17.7168 -21.0474 1.8951 -0.3 0.3 -0.3
H -13.7265 -23.6187 0.6784 0.4 0.0 -0.8
H -15.4538 -23.4442 0.2813 -0.2 -0.5 0.1
H -8.4103 -21.2863 -1.1617 -0.2 0.7 0.4
C -15.9447 -20.6621 -7.6039 1.7 0.4 -0.2
H -10.2424 -19.6402 -1.5116 -0.1 0.0 0.4
C -15.0984 -23.2611 2.8460 0.2 -0.4 -0.4
H -16.2999 -21.1860 5.3317 0.4 -0.1 -0.3
C -15.1641 -25.3481 6.3117 0.1 -1.6 -0.8
C -18.9145 -21.9810 -5.7501 -0.4 -0.8 -0.1
H -9.6248 -19.8886 -3.0585 0.1 -0.6 -0.2
C -17.1000 -23.1008 -4.7968 0.6 -0.6 0.1
N -15.4511 -24.0563 6.8948 -0.5 0.2 0.0
H -16.3411 -17.7065 -1.2535 0.0 -0.2 0.0
H -13.7736 -21.8577 -4.7389 0.0 -0.2 -0.4
C -9.3254 -21.5850 -1.6730 1.2 0.0 0.7
C -11.9155 -27.2359 4.8004 0.5 -0.6 -1.3
C -16.3349 -20.3850 6.0702 -0.3 -2.4 0.3
H -17.8212 -17.3332 1.1748 0.4 -0.7 -0.3
O -10.0151 -24.9827 -4.1053 -0.4 0.5 0.2
H -10.1143 -26.1747 4.2731 0.2 -0.1 0.2
H -12.1181 -26.7554 5.7576 0.0 1.5 -0.6
O -18.3820 -20.4848 3.7141 0.6 1.0 1.1
O -14.7229 -22.3154 1.8669 0.0 0.2 -1.0
H -9.9099 -23.6912 1.8611 -0.4 0.6 0.1
H -16.0713 -23.7010 2.6273 -0.4 0.1 -0.1
N -8.8087 -22.3704 -2.7920 -1.8 -0.8 -0.6
H -16.4985 -21.4748 -1.3062 0.2 -0.2 -0.3
H -17.6926 -19.2391 2.1760 -0.1 0.0 -0.2
H -14.4020 -25.1905 5.5485 -0.5 0.0 -0.6
H -17.7577 -17.3940 -2.2958 -0.1 0.0 0.3
O -9.3908 -23.4156 -0.1305 0.4 0.7 -0.5
H -18.8806 -16.0221 1.0277 -0.2 0.4 0.3
H -18.9779 -21.1953 -4.9973 0.2 0.3 -0.1
H -12.4684 -23.4456 4.3644 -0.1 -0.6 -0.1
H -13.4197 -23.1479 -1.6415 0.5 -0.2 -0.4
H -21.0413 -18.6082 -0.3630 0.3 -0.1 -0.2
C -10.1175 -20.4308 -2.2515 -0.1 1.2 0.6
C -18.3793 -16.7769 0.4218 -0.4 1.3 0.3
H -18.0317 -18.1598 6.9543 -0.2 -0.2 -0.2
H -13.5038 -25.8848 7.6466 -0.1 0.2 0.0
H -15.3058 -20.4835 -4.0045 -0.7 1.0 0.3
H -14.3439 -27.7224 1.8029 0.5 0.1 0.2
H -16.9741 -23.8356 -1.9964 0.3 0.2 -0.1
H -20.0480 -18.9304 1.0636 0.1 0.0 0.2
H -10.6344 -21.7445 0.1253 0.6 0.5 0.5
H -16.8268 -25.2522 -4.7107 -0.5 0.0 -0.2
H -16.4686 -18.1912 7.3016 0.4 -0.4 -0.3
H -16.3727 -16.3072 -2.3229 0.2 -0.2 -0.2
O -13.1834 -22.5759 6.0867 1.1 0.3 -0.4
N -17.1164 -18.1596 6.5273 -0.7 0.7 -0.6
C -16.4958 -25.9873 5.7280 0.2 -1.8 -0.1
H -18.6325 -18.5167 4.1645 0.4 0.5 0.1
H -15.1216 -22.8165 3.8409 0.1 0.4 -0.2
C -16.9855 -16.9364 -1.6774 0.6 0.4 -0.3
N -13.4037 -21.0284 -4.2968 1.1 -0.6 0.1
C -14.5396 -22.9072 0.5346 -1.5 1.0 1.1
H -16.2142 -18.8566 4.7474 0.0 0.6 -0.1
C -12.2316 -23.4324 5.4283 -0.8 1.2 0.2
H -15.1930 -20.4088 -8.3515 0.3 -0.4 -0.4
H -9.5636 -25.1047 0.9839 0.0 -0.1 -0.4
H -16.4891 -21.5374 -7.9583 0.0 0.0 0.5
H -8.3118 -23.2335 -2.6238 0.9 0.2 1.1
H -14.7952 -22.7880 -2.3355 -0.3 -0.2 -0.2
H -14.7738 -24.0786 -4.7567 0.5 0.3 -0.2
O -19.3399 -17.4916 -0.2839 -0.7 -0.9 -0.6
H -11.7992 -24.2138 -3.2715 0.5 0.0 0.1
H -21.0878 -17.4727 0.9191 0.3 0.4 0.3
H -12.9518 -18.3213 -4.1369 0.1 -0.5 -0.1
H -15.1368 -26.3858 8.1622 0.2 -0.2 0.3
N -14.0206 -22.3625 -1.8466 0.3 -0.9 0.3
N -16.4285 -15.2352 0.0148 -0.5 -0.2 -0.4
H -16.5386 -22.9274 -5.7149 0.6 0.0 0.1
C -16.5952 -24.3984 -4.0739 -1.4 0.5 -0.1
C -11.0016 -26.5531 3.7656 -0.7 1.9 0.5
H -11.1376 -20.6704 -2.5515 0.1 -0.4 -0.3
H -16.0420 -20.4180 -0.0018 0.2 0.0 0.1
H -13.9628 -23.0632 6.3634 -0.2 -0.4 0.3
H -15.9943 -23.5216 6.2321 0.0 0.3 -0.4
C -17.2453 -24.6048 -2.7194 -0.4 -0.1 0.5
C -13.8648 -18.7151 -3.6902 -1.3 -0.6 -0.1
C -14.4000 -20.0147 -4.3892 0.9 1.8 -0.9
H -9.8234 -25.6761 -4.7409 0.1 0.0 0.0
H -11.9041 -25.7570 -4.1096 -0.3 -0.1 0.1
H -18.3916 -28.0188 5.4886 -0.1 -0.3 0.0
C -14.8004 -27.0669 2.5446 0.2 0.3 1.8
H -11.4729 -25.6553 3.3657 -0.1 0.0 -0.2
H -15.2484 -20.1930 -1.5651 -0.5 0.1 -0.2
C -14.4608 -26.2860 7.3130 -1.0 0.3 -0.1
C -14.6004 -19.7240 -5.8750 -0.2 -0.1 0.5
H -11.2608 -22.9382 5.4672 0.1 -0.1 0.4
H -9.6787 -22.8433 -2.9908 -0.5 -0.1 -1.6
C -13.2757 -27.7118 4.2352 1.9 0.6 -0.7
H -15.1457 -18.8077 -6.1012 -0.8 0.0 0.3
C -17.4998 -16.0109 -0.5977 -0.6 -0.8 0.1
H -14.3998 -24.0967 2.8887 0.3 -0.1 0.0
H -10.6294 -27.1341 2.9217 -0.5 -0.6 0.3
C -10.1740 -22.3586 -0.6486 0.3 -0.1 -0.5
H -19.0743 -19.5932 5.4359 -0.1 -0.4 0.0
H -16.9156 -25.5349 4.8296 0.2 0.9 0.1
H -16.5398 -19.7498 -7.6448 -0.6 -0.1 0.8
O -13.8757 -26.5825 3.6044 -1.2 -0.9 -1.4
H -16.9644 -20.8156 6.8490 -0.1 0.1 0.4
C -15.6529 -20.9364 -0.8782 0.8 0.0 1.0
H -16.1009 -24.1336 7.6641 0.1 -0.2 0.5
H -13.6408 -19.5143 -6.3475 0.4 -0.5 -0.1
H -11.7901 -24.2692 -5.0192 0.3 0.2 -0.2
H -13.4280 -21.2999 -3.3244 0.5 -0.3 0.4
H -18.3353 -24.6149 -2.7161 0.0 -0.1 -0.4
H -13.5805 -21.1936 -0.2609 -0.1 0.5 0.2
H -13.7243 -18.8726 -2.6208 0.2 -0.1 0.0
H -11.0808 -22.7372 -1.1204 -0.2 -0.6 -0.6
C -17.5964 -27.9781 4.7443 1.0 1.6 0.7
H -15.3338 -20.2586 6.4824 0.0 0.3 -0.2
H -14.3004 -27.2754 6.8846 -0.1 0.1 0.0
H -17.3599 -28.9552 4.3230 0.1 0.1 0.3
N -11.1008 -28.3767 5.2142 -0.9 -0.7 0.7
H -16.4948 -20.3776 2.8926 0.3 0.4 -0.1
C -17.5335 -20.2325 2.5955 0.2 -1.0 0.7
H -15.7947 -15.8380 0.5197 0.1 0.1 0.3
H -13.0273 -28.4364 3.4597 -0.1 -0.4 0.0
O -18.4410 -23.1850 -5.1914 -0.4 -0.7 0.6
H -16.9682 -22.2316 -4.1525 0.2 0.2 0.3
C -16.9482 -19.1854 5.4831 -0.1 0.9 -0.5
```
Positions in Å, forces in eV/Å.

## Properties
Total charge: 0
Gap between HOMO and LUMO, eV: 9.0
Lowest unoccupied orbital energy, eV: 0.3
SMILES: COC[C@H](C)N.COC[C@H](C)N.COC[C@H](C)N.COC[C@H](C)N.COC[C@H](C)N.COC[C@H](C)N.COC[C@H](C)N.COC[C@H](C)N.CO.CO
HOMO energy, Ha: -0.31753
Maximum force, eV/Å: 2.459

***

| no. | energy (eV) |
| --- | --- |
| 1 | -95952.276 |
| 2 | -12409.689 |
| 3 | -69202.988 |